Record 1
A cluster of 6 separate species, C37H52FN7O13 in total in a non-equilibrium geometry, computed with ωB97M-V/def2-TZVPD.

Each line ends with the Mulliken charge.
Element x y z (Å)
N: 1.46397 -6.19280 -2.01910  -0.6337
C: 1.48821 -4.79286 -1.82414  0.6932
C: 2.46680 -3.94967 -2.43098  -1.1925
C: 2.45798 -2.53219 -2.23418  0.4274
C: 3.53534 -1.69502 -2.94918  -1.2546
C: 4.57216 -0.99363 -2.00887  0.2551
C: 5.97306 -0.96545 -2.77173  -1.0366
C: 6.94663 -2.03408 -2.24410  0.5123
O: 7.01285 -3.10451 -2.78459  -0.5056
O: 7.68160 -1.69212 -1.12323  -0.4847
C: 1.42572 -2.02274 -1.40357  -0.4031
C: 0.43148 -2.87375 -0.80638  1.3566
C: 0.43511 -4.26225 -1.00268  -0.8424
C: -0.66771 -2.20032 0.03344  -0.2367
O: -1.11449 -2.69165 1.04838  -0.4573
C: -1.11643 -0.83244 -0.50822  0.7261
C: -2.44571 -0.35383 -0.45258  -0.7791
C: -2.72818 0.92989 -1.00504  -0.2894
C: -1.76869 1.74980 -1.62131  0.3727
C: -2.09474 3.13101 -2.19355  -0.4077
C: -3.15405 3.12260 -3.31239  0.2386
O: -4.32857 2.99581 -3.07148  -0.5272
O: -2.76384 3.29594 -4.64120  -0.4453
C: -0.41531 1.25875 -1.67866  0.0752
C: 0.70859 2.09886 -2.32976  -0.3207
O: 1.17763 1.70005 -3.36190  -0.5512
N: 1.15842 3.29617 -1.63793  -0.0608
C: 2.42944 3.09324 -1.02055  0.4012
O: 3.39558 2.75983 -1.62702  -0.4829
F: 2.51808 3.32801 0.31847  -0.1647
C: -0.12714 0.00870 -1.11119  0.4920
C: 1.30917 -0.54716 -1.09812  0.2562
O: 2.21930 0.20343 -0.81154  -0.5927
H: 2.36816 -6.55231 -2.31092  0.2699
H: 1.17808 -6.66066 -1.15718  0.2603
H: 3.21033 -4.46113 -3.06131  0.2789
H: 3.02614 -1.01006 -3.65581  0.2688
H: 4.11130 -2.40884 -3.58024  0.6143
H: 4.67442 -1.47755 -1.02144  0.5004
H: 4.27557 0.07018 -1.94018  -0.1469
H: 6.39383 0.05413 -2.61662  0.3874
H: 5.76809 -1.04375 -3.85444  0.4619
H: 7.05435 -1.28145 -0.50473  0.3637
H: -0.34353 -4.90364 -0.54022  0.2372
H: -3.24692 -0.93731 0.02386  0.4555
H: -3.77605 1.26025 -0.91559  0.3947
H: -1.21798 3.69901 -2.56009  0.4006
H: -2.52567 3.72792 -1.35774  0.3148
H: -3.20682 4.10818 -4.93679  0.3666
H: 0.50475 3.41546 -0.85205  0.3795
C: -2.77413 2.77282 3.24434  -0.8869
C: -3.51008 3.13873 1.98469  0.7080
O: -2.95285 3.17866 0.89083  -0.5735
N: -4.83081 3.42968 2.08747  -0.1218
C: -5.65219 3.43284 3.28367  -0.8654
H: -1.73330 2.56967 3.00703  0.1203
H: -2.80915 3.59891 3.95537  0.5002
H: -3.21247 1.87860 3.69131  -0.0030
H: -5.26233 3.66786 1.20731  0.2522
H: -6.46865 2.72115 3.15186  0.2707
H: -6.07156 4.43183 3.41941  0.3004
H: -5.08156 3.16041 4.16549  0.3199
C: 2.06172 4.25919 -4.64842  -0.8587
C: 1.48216 5.51830 -5.23948  0.6279
O: 0.86604 6.33070 -4.56438  -0.6839
N: 1.66373 5.73401 -6.57125  -0.1499
C: 2.35899 4.89339 -7.52622  -0.7995
H: 1.83885 4.22694 -3.59129  0.0267
H: 1.61957 3.38415 -5.12373  0.3821
H: 3.14594 4.24709 -4.77474  0.4271
H: 1.25084 6.59309 -6.89987  0.2424
H: 3.17703 5.46487 -7.96943  0.2829
H: 1.66193 4.60455 -8.31530  0.2711
H: 2.76002 3.99942 -7.05965  0.3167
C: -4.53371 -1.83414 5.37963  -1.4016
C: -4.15502 -0.70558 4.45317  0.8774
O: -4.49799 0.44962 4.66681  -0.6341
N: -3.41251 -1.01165 3.35863  0.1032
C: -2.91964 -2.31424 2.94399  -0.6871
H: -5.12252 -1.43772 6.20295  0.3154
H: -5.13405 -2.57373 4.84737  0.3475
H: -3.63749 -2.30397 5.78778  0.3417
H: -3.19369 -0.21248 2.78210  0.0517
H: -1.84176 -2.27583 2.88984  0.3324
H: -3.31864 -2.53766 1.95536  0.1384
H: -3.21770 -3.09641 3.63848  0.1910
C: 2.03757 3.48497 3.16959  -1.1269
C: 1.29232 3.01340 4.39243  0.6314
O: 0.09075 3.18483 4.52809  -0.6331
N: 2.00675 2.37886 5.36094  -0.1582
C: 3.42696 2.08586 5.37840  -0.8411
H: 1.34263 3.96893 2.48957  0.2399
H: 2.80555 4.20677 3.45289  0.4307
H: 2.49123 2.63679 2.65662  0.3621
H: 1.44784 2.09067 6.14913  0.2482
H: 3.56329 1.00574 5.45946  0.2770
H: 3.87526 2.56485 6.25096  0.2893
H: 3.92372 2.44162 4.48147  0.3250
C: -0.98287 -8.30037 1.98638  -1.5117
C: -1.06830 -6.86290 1.54107  0.8950
O: -0.21686 -6.34825 0.82588  -0.5912
N: -2.13064 -6.13186 1.95792  -0.0176
C: -3.23367 -6.55422 2.79954  -0.9602
H: -0.08272 -8.74951 1.57466  0.2959
H: -0.93176 -8.35558 3.07475  0.3929
H: -1.84696 -8.85924 1.62395  0.3831
H: -2.12003 -5.17819 1.62269  0.0772
H: -4.16678 -6.42255 2.24905  0.2998
H: -3.25719 -5.92457 3.69092  0.2667
H: -3.13950 -7.59310 3.09885  0.3982

Output
**SMILES**: Nc1cc(CCCC(=O)O)c2c(c1)C(=O)c1ccc(CC(=O)O)c(C(=O)NC(=O)F)c1C2=O.CNC(C)=O.CNC(C)=O.CNC(C)=O.CNC(C)=O.CNC(C)=O
**HOMO energy**: -8.30 eV
**Molecular weight**: 821.86 g/mol
**Largest force on an atom**: 2.99 eV/A
**Total charge**: 0
**Gap between HOMO and LUMO**: 7.72 eV
**Calculated total energy**: -78980.519 eV
**Energy above the lowest of the compared OMol25 structures with the same formula, charge and spin**: 1.422 eV
**Multiplicity**: 1

---

Record 2
A structure of composition C4H12N2O2 in a non-equilibrium geometry, computed with ωB97M-V/def2-TZVPD.

Each line ends with the natural charge from an NBO analysis.
Element x y z (Å)
O: -2.24557 0.41748 -0.34748  -0.6242
C: -1.30512 0.14842 0.38391  0.7107
N: -1.38333 -0.75623 1.35774  -0.7936
N: 1.74572 -0.80294 -0.18095  -0.6179
C: 2.90026 -0.99373 -0.97925  -0.4103
C: 0.06091 0.95914 0.34234  -0.4877
C: 1.07064 0.38020 -0.69250  -0.2162
H: -0.57124 -0.84930 1.97288  0.4003
H: -2.18156 -1.38691 1.46548  0.4226
H: 2.08209 -0.66807 0.78106  0.3439
H: 3.62501 -1.68704 -0.52026  0.2023
H: 3.41940 -0.05084 -1.22020  0.1606
H: 2.53054 -1.44140 -1.91707  0.1932
H: 0.51377 0.97117 1.35241  0.1986
H: -0.22701 1.99787 0.09020  0.2430
H: 1.80642 1.18594 -0.87922  0.1686
H: 0.53010 0.19182 -1.64002  0.2099
O: -4.35172 0.56668 0.44882  -1.0047
H: -4.61408 1.38375 -0.03268  0.4510
H: -3.40523 0.43397 0.21478  0.4500

Output
**HOMO energy**: -9.54 eV
**Molecular weight**: 120.15 g/mol
**Largest force on an atom**: 3.57 eV/A
**Total charge**: 0
**Gap between HOMO and LUMO**: 10.15 eV
**Calculated total energy**: -11417.290 eV
**Energy above the lowest of the compared OMol25 structures with the same formula, charge and spin**: 1.927 eV
**Multiplicity**: 1